Arrangement 1

{
  "formula": "C7H10O",
  "method": "wB97M-V/def2-TZVPD",
  "elements": ["C", "C", "C", "C", "C", "C", "C", "O", "H", "H", "H", "H", "H", "H", "H", "H", "H", "H"],
  "positions_angstrom": [[1.089, 1.236, 2.714], [1.115, 0.397, 1.662], [0.279, 0.538, 0.507], [0.174, -0.260, -0.501], [0.635, -1.718, -0.580], [-0.697, -0.017, -1.618], [-2.115, 0.265, -1.586], [-1.226, 1.310, -1.679], [1.937, 1.143, 3.419], [0.382, 1.985, 2.952], [2.051, -0.214, 1.830], [-0.301, 1.518, 0.495], [1.718, -1.625, -0.858], [0.009, -2.169, -1.435], [0.599, -2.363, 0.349], [-0.266, -0.400, -2.519], [-2.719, 0.108, -2.525], [-2.664, 0.265, -0.628]],
  "nbo_charge": [-0.359, -0.235, -0.239, 0.000, -0.655, 0.014, -0.085, -0.486, 0.188, 0.188, 0.215, 0.226, 0.227, 0.215, 0.234, 0.187, 0.180, 0.185],
  "mol_weight_da": 110.156,
  "homo_ev": -8.52,
  "smiles": "C=C/C=C(\\C)[C@H]1CO1"
}

***

Arrangement 2

{
  "formula": "C7H10O",
  "method": "wB97M-V/def2-TZVPD",
  "elements": ["C", "C", "C", "C", "C", "C", "C", "H", "H", "H", "H", "H", "H", "H", "H", "O", "H", "H"],
  "positions_angstrom": [[1.332, 2.168, -0.306], [0.369, 1.024, -0.082], [-0.548, 0.737, -1.099], [-1.444, -0.339, -0.929], [-1.526, -0.847, 0.363], [-0.531, -0.672, 1.335], [0.387, 0.355, 1.141], [1.137, 2.899, 0.493], [2.350, 1.840, -0.295], [1.053, 2.806, -1.134], [-0.216, 0.991, -2.090], [-2.094, -0.676, -1.729], [-2.405, -1.341, 0.775], [-0.499, -1.389, 2.150], [1.177, 0.620, 1.838], [1.012, -2.026, -0.305], [1.788, -1.457, -0.298], [1.216, -2.719, 0.332]],
  "nbo_charge": [-0.639, -0.016, -0.237, -0.183, -0.224, -0.168, -0.237, 0.218, 0.213, 0.220, 0.207, 0.216, 0.206, 0.210, 0.207, -0.929, 0.470, 0.466],
  "mol_weight_da": 110.156,
  "homo_ev": -8.54,
  "smiles": "Cc1ccccc1.O"
}

***

The most stable of them is arrangement 2.

***

Arrangement 1

{
  "formula": "C7H10O",
  "method": "wB97M-V/def2-TZVPD",
  "elements": ["C", "C", "C", "C", "C", "C", "C", "O", "H", "H", "H", "H", "H", "H", "H", "H", "H", "H"],
  "positions_angstrom": [[-2.169, -0.596, 1.328], [-1.348, -1.329, 0.569], [0.011, -0.943, 0.106], [1.025, -1.217, 0.915], [0.140, -0.190, -1.209], [0.267, 1.337, -0.952], [1.627, 1.804, -0.498], [1.851, 2.972, -0.304], [-2.961, -1.149, 1.802], [-2.112, 0.471, 1.501], [-1.677, -2.365, 0.502], [2.019, -0.909, 0.608], [1.044, -1.703, 1.878], [0.913, -0.550, -1.891], [-0.763, -0.345, -1.805], [-0.497, 1.771, -0.313], [0.198, 1.856, -1.921], [2.432, 1.085, -0.316]],
  "nbo_charge": [-0.375, -0.217, -0.031, -0.381, -0.438, -0.508, 0.440, -0.522, 0.197, 0.195, 0.209, 0.183, 0.211, 0.223, 0.225, 0.241, 0.238, 0.111],
  "mol_weight_da": 110.156,
  "homo_ev": -9.70,
  "smiles": "C=CC(=C)CCC=O"
}

***

Arrangement 2

{
  "formula": "C7H10O",
  "method": "wB97M-V/def2-TZVPD",
  "elements": ["C", "C", "C", "O", "C", "C", "C", "C", "H", "H", "H", "H", "H", "H", "H", "H", "H", "H"],
  "positions_angstrom": [[-1.813, 0.281, -0.443], [-1.477, -1.117, 0.103], [-0.009, -0.897, 0.219], [1.249, -1.249, 0.123], [1.834, -0.070, -0.462], [0.964, 1.181, -0.126], [-0.659, 1.426, -0.044], [0.061, 0.448, 0.900], [-2.098, 0.015, -1.555], [-2.846, 0.915, -0.190], [-2.213, -1.382, 0.908], [-1.680, -1.804, -0.933], [-0.187, -0.571, -0.793], [2.227, -0.207, -1.450], [2.766, 0.219, 0.115], [1.430, 2.207, -0.201], [-0.802, 2.332, 0.169], [0.002, 0.745, 2.061]],
  "nbo_charge": [-0.438, -0.395, 0.060, -0.486, -0.083, -0.287, -0.180, -0.254, 0.206, 0.230, 0.209, 0.203, 0.175, 0.188, 0.194, 0.242, 0.186, 0.230],
  "mol_weight_da": 110.156,
  "homo_ev": -9.01,
  "smiles": "C1C[C@@H]2OC[C@H]3[C@@H]1[C@H]32"
}

***

The most stable of them is arrangement 1.

***

Arrangement 1

{
  "formula": "C7H10N4O2",
  "method": "wB97M-V/def2-TZVPD",
  "elements": ["C", "C", "C", "C", "C", "C", "C", "N", "N", "N", "N", "O", "O", "H", "H", "H", "H", "H", "H", "H", "H", "H", "H"],
  "positions_angstrom": [[1.011, 1.515, -1.285], [-1.510, 1.901, 2.001], [-0.815, 1.725, 0.869], [-0.373, -1.916, 0.098], [-1.122, -0.689, 0.643], [0.455, -0.805, -1.796], [0.285, 0.447, -0.851], [1.583, 2.369, -1.765], [-0.230, -1.972, -1.376], [-0.540, 0.555, 0.191], [2.433, 0.064, 0.236], [3.093, -0.739, -0.420], [2.510, 0.421, 1.378], [-1.773, 2.876, 2.259], [-1.722, 1.044, 2.572], [-0.488, 2.534, 0.278], [0.636, -1.646, 0.482], [-0.903, -2.649, 0.590], [-2.123, -0.724, 0.328], [-1.100, -0.882, 1.760], [0.191, -0.474, -2.726], [1.684, -0.916, -1.722], [-1.184, -2.038, -1.743]],
  "nbo_charge": [0.191, -0.418, 0.008, -0.231, -0.231, -0.265, 0.209, -0.248, -0.593, -0.352, 0.389, -0.420, -0.383, 0.224, 0.200, 0.209, 0.210, 0.214, 0.197, 0.222, 0.223, 0.289, 0.356],
  "mol_weight_da": 182.183,
  "homo_ev": [-8.34, -7.56]
}

***

Arrangement 2

{
  "formula": "C7H10N4O2",
  "method": "wB97M-V/def2-TZVPD",
  "elements": ["C", "C", "O", "C", "O", "N", "C", "C", "C", "N", "N", "C", "N", "H", "H", "H", "H", "H", "H", "H", "H", "H", "H"],
  "positions_angstrom": [[4.874, -0.974, 0.027], [3.988, 0.403, 0.031], [2.731, -0.438, -0.056], [1.549, 0.304, -0.065], [1.265, 1.484, 0.275], [0.569, -0.616, -0.125], [-0.756, -0.277, -0.038], [-1.964, -1.034, -0.264], [-3.164, -0.441, 0.019], [-4.360, -1.304, 0.292], [-3.376, 0.966, 0.100], [-2.201, 1.594, -0.095], [-0.919, 1.104, -0.249], [4.796, -1.569, 0.806], [4.663, -1.726, -0.656], [6.037, -0.918, 0.178], [3.977, 0.708, 1.048], [4.103, 1.417, -0.658], [0.639, -1.714, -0.147], [-2.217, -2.112, -0.415], [-5.123, -1.684, -0.603], [-4.119, -2.049, 0.973], [-2.080, 2.773, -0.108]],
  "nbo_charge": [-0.625, -0.081, -0.537, 0.882, -0.557, -0.624, 0.410, -0.394, 0.380, -0.894, -0.460, 0.249, -0.455, 0.213, 0.218, 0.202, 0.191, 0.235, 0.428, 0.238, 0.407, 0.381, 0.192],
  "mol_weight_da": 182.183,
  "homo_ev": -8.76,
  "smiles": "CCOC(=O)Nc1cc(N)ncn1"
}

***

The most stable of them is arrangement 2.

***

Arrangement 1

{
  "formula": "CH4N2O3P",
  "method": "wB97M-V/def2-TZVPD",
  "elements": ["C", "N", "N", "O", "O", "O", "P", "H", "H", "H", "H"],
  "positions_angstrom": [[0.848, 1.375, 0.472], [-2.181, 0.510, -0.392], [0.232, -1.661, 0.359], [2.649, -0.507, 0.357], [1.486, 2.306, 0.297], [0.944, -0.051, -1.516], [1.234, -0.592, -0.197], [-1.690, -0.202, -0.912], [-2.768, -0.215, 0.061], [0.757, -1.840, 1.160], [-1.512, 0.877, 0.309]],
  "nbo_charge": [0.468, -1.084, -1.336, -1.117, -0.461, -1.113, 2.229, 0.383, 0.342, 0.333, 0.356],
  "mol_weight_da": 123.028,
  "total_charge": -1,
  "homo_ev": -4.90
}

***

Arrangement 2

{
  "formula": "CH4N2O3P",
  "method": "wB97M-V/def2-TZVPD",
  "elements": ["N", "C", "O", "P", "N", "O", "O", "H", "H", "H", "H"],
  "positions_angstrom": [[1.942, -0.830, -0.123], [1.440, 0.372, 0.073], [1.959, 1.424, 0.381], [-0.638, -0.085, -0.200], [-2.146, 1.133, 0.084], [-0.883, -0.299, -1.664], [-0.800, -1.267, 0.667], [1.251, -1.460, -0.349], [2.899, -0.976, 0.146], [-2.171, 1.562, 0.999], [-2.852, 0.426, -0.013]],
  "nbo_charge": [-0.832, 0.485, -0.659, 2.021, -1.151, -1.180, -1.185, 0.426, 0.379, 0.339, 0.357],
  "mol_weight_da": 123.028,
  "total_charge": -1,
  "homo_ev": -4.33,
  "smiles": "NC(=O)[P@@](N)(=O)[O-]"
}

***

The most stable of them is arrangement 2.

***

Arrangement 1

{
  "formula": "C4H8NO3",
  "method": "wB97M-V/def2-TZVPD",
  "elements": ["C", "C", "O", "N", "H", "H", "H", "H", "H", "C", "C", "O", "O", "H", "H", "H"],
  "positions_angstrom": [[-1.457, -1.102, 0.059], [-2.107, 0.193, 0.523], [-2.682, 0.922, -0.237], [-2.275, 0.423, 1.973], [-0.328, -1.207, -0.163], [-1.932, -1.384, -0.749], [-3.004, 0.931, 2.427], [-1.801, -0.194, 2.529], [-1.479, -1.898, 0.794], [1.980, 0.291, -1.409], [3.097, 0.815, -0.558], [3.653, 1.940, -0.587], [3.384, -0.125, 0.287], [1.666, -0.802, -1.151], [2.261, 0.322, -2.478], [1.023, 0.876, -1.260]],
  "nbo_charge": [-0.708, 0.688, -0.571, -0.862, 0.228, 0.232, 0.403, 0.365, 0.224, -0.734, 0.702, -0.567, -0.169, 0.237, 0.262, 0.269],
  "mol_weight_da": 118.112,
  "s2": 0.754,
  "homo_ev": [-10.29, -10.29],
  "multiplicity": 2
}

***

Arrangement 2

{
  "formula": "C4H8NO3",
  "method": "wB97M-V/def2-TZVPD",
  "elements": ["C", "C", "O", "O", "H", "H", "H", "C", "C", "O", "N", "H", "H", "H", "H", "H"],
  "positions_angstrom": [[-2.040, 2.409, -1.150], [-1.915, 0.945, -1.010], [-0.814, 0.379, -0.725], [-3.062, 0.419, -1.057], [-2.939, 2.861, -0.878], [-1.985, 2.684, -2.141], [-1.373, 3.096, -0.699], [1.883, -2.462, 1.250], [2.106, -1.030, 0.884], [3.110, -0.325, 0.747], [0.957, -0.455, 0.438], [0.945, 0.528, 0.025], [-0.046, -0.738, 0.174], [1.738, -2.459, 2.372], [2.639, -3.249, 0.919], [0.797, -2.604, 0.853]],
  "nbo_charge": [-0.732, 0.741, -0.632, -0.126, 0.248, 0.254, 0.267, -0.709, 0.652, -0.636, -0.867, 0.408, 0.427, 0.237, 0.247, 0.222],
  "mol_weight_da": 118.112,
  "s2": 0.754,
  "homo_ev": [-8.88, -8.88],
  "multiplicity": 2
}

***

The most stable of them is arrangement 1.

***

Arrangement 1

{
  "formula": "C4H8NO3",
  "method": "wB97M-V/def2-TZVPD",
  "elements": ["C", "C", "O", "O", "H", "H", "H", "C", "C", "O", "N", "H", "H", "H", "H", "H"],
  "positions_angstrom": [[1.393, -1.251, -2.556], [-0.030, -0.519, -2.641], [-0.845, -0.727, -1.720], [-0.156, 0.139, -3.671], [1.918, -0.789, -3.384], [1.229, -2.292, -2.837], [1.705, -1.165, -1.524], [-0.627, 1.248, 3.053], [-0.933, 0.259, 1.909], [-1.944, -0.406, 1.906], [-0.067, 0.278, 0.848], [-0.491, -0.221, 0.070], [0.586, 1.008, 0.633], [0.393, 1.588, 2.960], [-0.767, 0.813, 4.038], [-1.365, 2.034, 2.914]],
  "nbo_charge": [-0.579, 0.727, -0.520, -0.360, 0.245, 0.249, 0.253, -0.711, 0.684, -0.611, -0.860, 0.423, 0.387, 0.203, 0.236, 0.236],
  "mol_weight_da": 118.112,
  "s2": 0.756,
  "homo_ev": [-9.48, -9.48],
  "multiplicity": 2
}

***

Arrangement 2

{
  "formula": "C4H8NO3",
  "method": "wB97M-V/def2-TZVPD",
  "elements": ["N", "C", "O", "O", "H", "H", "C", "C", "C", "O", "H", "H", "H", "H", "H", "H"],
  "positions_angstrom": [[0.555, -0.252, -2.946], [-0.351, 0.147, -2.022], [-1.295, -0.602, -1.691], [-0.245, 1.260, -1.467], [0.189, -0.921, -3.614], [1.034, 0.517, -3.385], [0.532, 1.365, 1.385], [0.423, -0.054, 1.818], [-0.565, -0.845, 1.493], [-0.656, -2.090, 2.032], [1.177, 1.466, 0.508], [-0.468, 1.745, 1.132], [0.945, 2.017, 2.144], [1.208, -0.539, 2.378], [-1.346, -0.553, 0.806], [-1.135, -2.661, 1.429]],
  "nbo_charge": [-0.831, 0.821, -0.409, -0.379, 0.401, 0.398, -0.629, -0.283, 0.119, -0.689, 0.211, 0.216, 0.209, 0.202, 0.169, 0.474],
  "mol_weight_da": 118.112,
  "s2": 0.759,
  "homo_ev": [-8.34, -8.34],
  "multiplicity": 2
}

***

The most stable of them is arrangement 1.